No. 1
Density functional theory data (ωB97M-V/def2-TZVPD) for a structure of composition C12H16CaCr2F21O26S7.

Geometry as XYZ:
```
85
C12H16CaCr2F21O26S7 (ωB97M-V/def2-TZVPD)
Ca -1.6542 1.7711 3.4676
Cr 0.5836 3.0631 -1.2963
Cr -3.1434 -0.4492 -1.3950
C 4.4709 0.8929 -2.3861
F 5.1685 2.0405 -2.3798
F 5.1861 -0.0783 -3.0218
F 4.0691 0.5743 -1.1182
S 2.8350 1.2381 -3.4426
O 2.0100 2.1277 -2.6056
O 3.3124 1.9297 -4.7002
O 2.2664 -0.0248 -3.7546
C -2.1902 2.0019 -5.2168
F -1.3805 2.8743 -5.9009
F -3.2235 2.7003 -4.7976
F -2.5900 1.0577 -6.0532
S -1.2651 1.1897 -3.7786
O -2.2911 0.5771 -2.9268
O -0.3704 0.2075 -4.3829
O -0.6484 2.2752 -3.0669
C 0.9401 5.6415 2.4758
F 2.0594 6.2467 2.0363
F 1.0247 5.7145 3.8227
F -0.1551 6.0999 1.8611
S 1.1742 3.7788 2.0803
O 2.5074 3.4009 2.4601
O 0.1613 2.9850 2.7902
O 1.0243 3.7713 0.6025
C 1.2950 -1.3841 0.6997
F 0.5535 -2.2821 1.3143
F 2.3940 -0.8908 1.3241
F 1.5849 -1.9935 -0.4421
S -0.0526 0.0797 0.2774
O -1.1486 -0.5084 -0.5108
O -0.5774 0.4110 1.6159
O 0.5866 1.1615 -0.5217
C -5.6423 -0.7473 2.5864
F -5.7424 -0.7302 3.8941
F -6.4119 -1.6618 2.0393
F -5.9635 0.4909 2.0178
S -3.6617 -0.9407 2.1768
O -2.9637 0.0920 2.9790
O -3.3140 -2.3222 2.4788
O -3.5630 -0.7036 0.7105
C -4.0018 4.1891 -0.3550
F -5.1570 3.7372 -0.0950
F -4.0272 4.4739 -1.6491
F -3.8238 5.2286 0.3806
S -2.6861 2.6785 0.0183
O -1.3898 3.1133 -0.5361
O -2.5645 2.5712 1.4815
O -3.1402 1.4485 -0.6284
C -1.5917 -4.7876 -2.8148
F -2.2953 -5.6208 -3.5538
F -2.1041 -4.8190 -1.5566
F -0.2556 -5.0260 -2.8469
S -1.9265 -2.9947 -3.4854
O -2.4379 -2.1909 -2.3566
O -0.6379 -2.4817 -3.9229
O -2.8576 -3.0588 -4.6176
C 2.5682 -3.7798 2.9681
O 3.7281 -3.5909 2.1715
H 2.0600 -2.8190 3.0496
H 2.1272 -4.4609 2.2403
H 2.7384 -4.2109 3.9547
H 4.2111 -2.8012 2.4259
C 4.2711 -4.1609 -2.7603
C 2.7554 -4.0896 -3.2118
O 2.1523 -2.8515 -3.0247
O 5.1671 -3.3479 -3.4889
H 4.6766 -5.1598 -2.9210
H 4.3876 -3.7691 -1.7499
H 2.2364 -4.8870 -2.6800
H 2.6500 -4.3411 -4.2672
H 2.2699 -2.5351 -2.1260
H 6.0061 -3.8108 -3.4308
C 0.5115 0.6687 5.4501
C -0.1696 1.7479 6.3394
O -0.8164 2.6662 5.4391
O -0.3400 0.0443 4.5076
H 1.0657 -0.0845 6.0100
H 1.2210 1.2545 4.8656
H 0.4433 2.3385 7.0202
H -0.9181 1.3176 7.0047
H -1.1080 3.4022 5.9820
H -0.2523 -0.8786 4.7570
```

The HOMO energy (spin up / spin down) comes out at -0.223 / -0.224 Ha. The value obtained for the electronic energy is -274138.5325 eV. The spin multiplicity is 9. As for the total charge: -1. Its LUMO energy (spin up / spin down) is 0.2 / 0.2 eV. The value obtained for the strongest force on any atom is 0.09394 hartree/bohr.

These are the Löwdin partial charges, in e, on atoms 1 to 5: atom 1 (Ca): 1.56, atom 2 (Cr): 0.98, atom 3 (Cr): 0.96, atom 4 (C): -0.56, atom 5 (F): 0.10

=====

No. 2
Density functional theory data (ωB97M-V/def2-TZVPD) for a structure of composition C9H12BrN2O.

Geometry as XYZ:
```
25
C9H12BrN2O (ωB97M-V/def2-TZVPD)
C 0.7079 0.9772 2.8835
C 0.0633 0.9579 1.6410
C 0.8112 -1.3681 2.7019
C 1.1142 -0.2235 3.3454
C -0.1513 -0.1432 0.8140
C -1.5842 -0.9428 -1.5560
C -0.2062 -1.0186 -2.2123
C -1.1940 0.4913 -1.3272
C 0.8412 1.3599 -2.6049
N 0.2230 -1.3010 1.5482
N -0.1608 0.4186 -2.1434
O -1.9284 1.5095 -0.8599
Br 2.1714 -0.3822 4.9652
H 0.9636 1.9661 3.3817
H -0.0865 1.8648 1.0567
H 1.0849 -2.2768 3.3033
H -2.3819 -1.2102 -2.2557
H -1.7422 -1.5663 -0.7488
H 0.4228 -1.6074 -1.5392
H -0.0966 -1.4619 -3.2096
H 1.1318 1.9923 -1.7730
H 1.7570 0.7291 -2.8912
H 0.6141 2.1832 -3.3072
H 0.1588 -2.1394 1.0164
H -2.5330 1.1914 -0.2290
```

The relative energy (zero: lowest compared OMol25 entry of this formula, charge and spin) is 0.0 kcal per mole. The HOMO energy comes out at -0.466 Ha. The value obtained for the electronic energy is -84587.6524 eV. As for the total charge: +1. Its LUMO energy is -3.3 eV. The value obtained for the strongest force on any atom is 0.07742 hartree/bohr.

These are the natural (NBO) partial charges, in e, on atoms 1 to 5: atom 1 (C): -0.15, atom 2 (C): -0.31, atom 3 (C): 0.03, atom 4 (C): -0.11, atom 5 (C): -0.09

=====

No. 3
Density functional theory data (ωB97M-V/def2-TZVPD) for a structure of composition C41H36ClN13OPbTe4.

Geometry as XYZ:
```
97
C41H36ClN13OPbTe4 (ωB97M-V/def2-TZVPD)
Pb -1.3041 -1.2538 -2.6690
C -0.3857 5.7729 -0.6988
C -1.1037 4.5917 -0.0953
C -2.3857 4.2312 -0.5104
C -3.0642 3.1683 0.0503
C -2.4893 2.3616 1.0609
N -3.0332 1.2267 1.5542
C -4.3572 1.0296 1.6502
C -5.3194 2.0355 1.9393
C -6.6567 1.7475 2.1343
C -7.1501 0.4451 2.0699
C -8.6135 0.1313 2.2584
C -6.2239 -0.5618 1.8254
C -4.8829 -0.2874 1.6289
N -4.0034 -1.3893 1.3945
C -3.0239 -1.7955 2.2238
C -2.5349 -2.9808 1.7263
C -3.3122 -3.2158 0.5787
N -4.2063 -2.2585 0.3767
C -1.1841 2.7456 1.4598
C -0.5211 3.8248 0.9012
N -0.5148 2.0041 2.4827
C -1.0592 1.5363 3.6230
C -0.0427 0.9653 4.3550
C 1.0984 1.1433 3.5514
N 0.8064 1.7692 2.4213
H -0.8160 6.0209 -1.6704
H 0.6745 5.5579 -0.8487
H -0.4608 6.6583 -0.0590
H -2.8557 4.7897 -1.3145
H -4.0397 2.8919 -0.3289
H -4.9716 3.0584 2.0197
H -7.3440 2.5619 2.3503
H -9.2069 1.0465 2.2928
H -8.7969 -0.4181 3.1876
H -8.9916 -0.4842 1.4382
H -6.5417 -1.5973 1.7548
H -2.7476 -1.2056 3.0810
H -1.7525 -3.6026 2.1288
H -3.2633 -4.0523 -0.1021
H 0.4775 4.0552 1.2565
H -2.1091 1.6435 3.8263
H -0.1124 0.5017 5.3249
H 2.1165 0.8539 3.7547
C 1.0055 -3.6334 1.6174
N 1.2667 -4.2921 0.3526
C 1.3386 -3.8225 -0.9105
N 1.5980 -4.8071 -1.7424
C 1.6691 -5.8826 -0.9253
N 1.4741 -5.6273 0.3501
C 2.2106 -2.9845 2.2724
C 2.4681 -3.2593 3.6090
C 3.5233 -2.6422 4.2689
C 4.3224 -1.7330 3.6071
C 4.0668 -1.4392 2.2683
C 3.0227 -2.0773 1.6019
C 4.8720 -0.4140 1.6142
N 5.8177 0.3009 2.1302
N 6.2381 1.1719 1.1449
C 5.4960 0.9425 0.1124
O 4.6257 -0.0688 0.3342
C 5.4776 1.6288 -1.1719
C 6.3244 2.7075 -1.4121
C 6.2696 3.3445 -2.6402
C 5.3675 2.9298 -3.6132
C 4.5024 1.8700 -3.3664
C 3.4633 1.4781 -4.3967
N 2.9813 0.1333 -4.2217
C 2.1564 -0.3215 -3.2654
N 1.9373 -1.6075 -3.4273
C 2.6478 -1.8903 -4.5476
N 3.3086 -0.8712 -5.0590
C 4.5816 1.2169 -2.1486
H 0.6351 -4.4185 2.2714
H 0.2130 -2.8940 1.4802
H 1.1677 -2.7912 -1.1832
H 1.8594 -6.8819 -1.2822
H 1.8487 -3.9748 4.1365
H 3.7141 -2.8680 5.3104
H 5.1320 -1.2177 4.1060
H 2.8408 -1.8475 0.5597
H 7.0064 3.0246 -0.6349
H 6.9245 4.1830 -2.8404
H 5.3216 3.4457 -4.5655
H 3.8718 1.5497 -5.4022
H 2.6012 2.1489 -4.3272
H 1.7578 0.3029 -2.4787
H 2.6671 -2.8691 -4.9965
H 3.9330 0.3797 -1.9339
Te -4.0568 -0.4690 -2.3348
Te -4.6801 -0.0572 -4.9385
Te -2.8099 1.7284 -5.7797
Te -0.5327 0.7290 -4.6571
Cl -1.0336 -2.8743 -5.8553
C -1.8296 -2.9724 -4.2310
H -1.4806 -3.9171 -3.8102
H -2.8956 -3.0562 -4.4330
```

The relative energy (zero: lowest compared OMol25 entry of this formula, charge and spin) is 0.0 kcal per mole. The HOMO energy comes out at -0.057 Ha. The value obtained for the electronic energy is -111465.5867 eV. As for the total charge: -2. Its LUMO energy is 3.2 eV. The value obtained for the strongest force on any atom is 0.01107 hartree/bohr.

These are the Löwdin partial charges, in e, on atoms 1 to 5: atom 1 (Pb): 0.28, atom 2 (C): -0.08, atom 3 (C): -0.31, atom 4 (C): -0.06, atom 5 (C): -0.03